Arrangement one

{
  "formula": "C34H42N4O3S4TeV",
  "method": "ωB97M-V/def2-TZVPD",
  "spin_multiplicity": 4,
  "orbital_gap_ev": [6.02, 6.30],
  "species": ["V", "N", "C", "S", "N", "N", "C", "C", "C", "C", "C", "C", "N", "H", "H", "H", "H", "H", "H", "H", "O", "S", "C", "C", "C", "C", "S", "O", "C", "C", "C", "C", "C", "C", "C", "C", "C", "C", "C", "C", "H", "H", "H", "H", "H", "H", "H", "H", "H", "H", "H", "H", "H", "H", "H", "H", "H", "H", "C", "S", "C", "O", "H", "H", "H", "H", "H", "H", "C", "C", "C", "C", "C", "C", "Te", "C", "C", "C", "H", "H", "H", "H", "H", "H", "H", "H", "H", "H", "H"],
  "xyz": [[0.82, -0.86, -0.04], [3.54, -4.65, 0.67], [2.65, -3.64, 0.90], [3.20, -2.18, 1.59], [1.41, -3.94, 0.57], [0.54, -2.91, 0.53], [-0.68, -3.19, 0.85], [-1.71, -2.20, 0.66], [-3.04, -2.42, 0.99], [-3.98, -1.45, 0.70], [-3.57, -0.27, 0.08], [-2.23, -0.11, -0.20], [-1.31, -1.04, 0.09], [4.37, -4.64, 1.25], [3.14, -5.55, 0.47], [-0.95, -4.18, 1.24], [-3.32, -3.36, 1.44], [-5.02, -1.60, 0.94], [-4.28, 0.50, -0.19], [-1.87, 0.77, -0.70], [0.53, 1.33, -0.18], [1.47, 2.28, -0.88], [2.29, 3.17, 0.52], [2.62, 2.22, 1.68], [1.75, 2.45, 2.93], [0.24, 2.26, 2.74], [-0.34, 0.54, 2.74], [0.69, -0.28, 2.03], [-0.02, 0.19, 4.46], [-0.81, 0.76, 5.46], [-0.54, 0.45, 6.78], [0.50, -0.42, 7.10], [1.26, -1.00, 6.09], [1.00, -0.70, 4.76], [0.43, 3.65, -1.39], [0.96, 4.60, -2.25], [0.17, 5.66, -2.65], [-1.15, 5.76, -2.22], [-1.67, 4.79, -1.38], [-0.88, 3.72, -0.96], [1.63, 3.98, 0.83], [3.19, 3.61, 0.08], [3.66, 2.38, 1.97], [2.55, 1.18, 1.37], [1.91, 3.46, 3.30], [2.09, 1.77, 3.72], [-0.11, 2.67, 1.79], [-0.32, 2.74, 3.54], [-1.62, 1.43, 5.20], [-1.14, 0.89, 7.57], [0.70, -0.66, 8.13], [2.05, -1.69, 6.34], [1.57, -1.15, 3.95], [1.98, 4.50, -2.61], [0.58, 6.41, -3.32], [-1.77, 6.58, -2.55], [-2.70, 4.85, -1.05], [-1.28, 2.95, -0.32], [4.67, 0.63, -2.57], [4.49, -0.25, -1.01], [4.47, -1.89, -1.75], [3.08, 0.09, -0.58], [5.62, 0.35, -3.02], [4.66, 1.70, -2.34], [3.82, 0.38, -3.21], [5.43, -2.03, -2.26], [3.63, -1.96, -2.45], [4.36, -2.60, -0.94], [-5.44, -2.17, -3.19], [-3.95, -1.92, -3.15], [-3.05, -2.94, -2.90], [-1.67, -2.72, -2.85], [-0.76, -3.88, -2.57], [-1.18, -1.42, -3.06], [0.90, -1.02, -2.80], [-2.08, -0.37, -3.32], [-1.63, 1.04, -3.55], [-3.44, -0.64, -3.36], [-5.67, -3.21, -2.94], [-5.84, -1.97, -4.19], [-5.97, -1.53, -2.49], [-3.42, -3.94, -2.73], [-1.33, -4.77, -2.30], [-0.06, -3.65, -1.76], [-0.16, -4.11, -3.45], [-0.83, 1.33, -2.86], [-2.46, 1.74, -3.47], [-1.20, 1.15, -4.56], [-4.13, 0.18, -3.55]],
  "mulliken_charge": [0.015, -0.402, 0.203, -0.412, -1.801, 1.806, -1.285, 1.114, -1.131, -0.808, -0.863, -0.729, 1.742, 0.245, 0.246, 0.367, 0.555, 0.481, 0.539, 0.292, -0.396, 0.678, -0.832, -0.020, -1.304, -0.152, 0.452, 0.006, 0.507, -0.431, -0.744, -0.451, -0.856, -0.421, 0.812, -0.578, -0.739, -0.533, -1.090, 0.271, 0.560, 0.605, 0.587, -0.181, 0.450, 0.365, -0.308, 0.865, 0.458, 0.394, 0.391, 0.452, 0.427, 0.452, 0.407, 0.399, 0.426, 0.123, -0.818, 0.322, -0.428, -0.790, 0.463, 0.258, 0.168, 0.520, 0.027, 0.023, -1.623, 0.655, -0.924, 1.293, -1.985, -0.334, -0.041, 0.928, -1.501, -0.752, 0.361, 0.359, 0.318, 0.238, 0.303, 0.364, 0.346, -0.050, 0.333, 0.417, 0.330]
}

---

Arrangement two

{
  "formula": "C34H42N4O3S4TeV",
  "method": "ωB97M-V/def2-TZVPD",
  "spin_multiplicity": 4,
  "orbital_gap_ev": [5.93, 5.83],
  "species": ["V", "N", "C", "S", "N", "N", "C", "C", "C", "C", "C", "C", "N", "H", "H", "H", "H", "H", "H", "H", "O", "S", "C", "C", "C", "C", "S", "O", "C", "C", "C", "C", "C", "C", "C", "C", "C", "C", "C", "C", "H", "H", "H", "H", "H", "H", "H", "H", "H", "H", "H", "H", "H", "H", "H", "H", "H", "H", "C", "S", "C", "O", "H", "H", "H", "H", "H", "H", "C", "C", "C", "C", "C", "C", "Te", "C", "C", "C", "H", "H", "H", "H", "H", "H", "H", "H", "H", "H", "H"],
  "xyz": [[0.02, 0.98, 1.16], [-3.97, 1.34, 4.09], [-2.80, 1.75, 3.44], [-2.97, 2.91, 2.21], [-1.74, 1.12, 3.86], [-0.55, 1.40, 3.20], [0.36, 1.88, 3.94], [1.70, 2.07, 3.39], [2.72, 2.57, 4.18], [4.00, 2.67, 3.65], [4.21, 2.24, 2.35], [3.13, 1.75, 1.62], [1.90, 1.68, 2.12], [-4.72, 2.00, 4.01], [-3.81, 0.98, 5.02], [0.15, 2.17, 4.97], [2.51, 2.87, 5.20], [4.82, 3.06, 4.24], [5.19, 2.26, 1.89], [3.28, 1.36, 0.63], [0.45, 0.69, -0.93], [1.83, 0.72, -1.55], [2.27, 2.47, -1.89], [1.51, 3.25, -2.95], [0.06, 3.57, -2.58], [-0.08, 4.66, -1.51], [-0.91, 4.11, 0.02], [-0.01, 2.98, 0.46], [-2.40, 3.48, -0.77], [-2.58, 2.15, -1.07], [-3.76, 1.76, -1.68], [-4.74, 2.70, -1.99], [-4.54, 4.03, -1.67], [-3.37, 4.43, -1.05], [1.56, 0.18, -3.22], [0.27, 0.00, -3.69], [0.09, -0.45, -4.99], [1.19, -0.70, -5.80], [2.48, -0.52, -5.32], [2.67, -0.08, -4.01], [3.33, 2.41, -2.14], [2.18, 2.93, -0.90], [1.53, 2.69, -3.89], [2.06, 4.17, -3.13], [-0.42, 2.65, -2.25], [-0.47, 3.89, -3.48], [-0.65, 5.52, -1.86], [0.89, 5.02, -1.16], [-1.83, 1.42, -0.83], [-3.93, 0.71, -1.91], [-5.67, 2.38, -2.45], [-5.31, 4.76, -1.89], [-3.22, 5.47, -0.77], [-0.57, 0.18, -3.03], [-0.91, -0.60, -5.37], [1.04, -1.05, -6.82], [3.33, -0.73, -5.94], [3.67, 0.03, -3.61], [-1.74, -3.15, 1.43], [-1.77, -1.53, 2.17], [-3.54, -1.34, 2.23], [-1.34, -0.61, 1.02], [-2.29, -3.84, 2.08], [-0.71, -3.47, 1.34], [-2.21, -3.09, 0.45], [-3.93, -2.06, 2.96], [-3.95, -1.53, 1.24], [-3.78, -0.33, 2.57], [0.22, -7.43, 0.03], [0.71, -6.05, 0.37], [0.64, -5.01, -0.54], [1.09, -3.72, -0.24], [0.96, -2.65, -1.27], [1.64, -3.45, 1.02], [2.22, -1.48, 1.60], [1.74, -4.51, 1.95], [2.31, -4.31, 3.33], [1.27, -5.77, 1.61], [-0.21, -7.46, -0.97], [-0.54, -7.76, 0.73], [1.03, -8.16, 0.07], [0.21, -5.19, -1.53], [0.50, -3.03, -2.19], [1.94, -2.24, -1.52], [0.35, -1.82, -0.89], [3.25, -3.76, 3.29], [2.47, -5.26, 3.83], [1.63, -3.70, 3.94], [1.35, -6.57, 2.34]],
  "mulliken_charge": [0.207, -0.405, 0.076, -0.397, -1.499, 1.279, -0.753, 0.767, -0.965, -0.436, -1.226, -0.221, 0.875, 0.207, 0.247, 0.316, 0.491, 0.414, 0.477, 0.456, -0.178, 0.307, -0.472, -1.428, 0.587, -1.107, -0.026, 0.064, 0.413, 0.050, -1.231, -0.538, -0.704, -0.978, 0.470, -0.231, -0.803, -0.462, -0.762, -0.505, 0.700, 0.437, 0.350, 0.555, -0.650, 0.611, 0.508, 0.611, 1.158, 0.494, 0.396, 0.391, 0.473, 0.350, 0.442, 0.386, 0.415, 0.463, -0.610, 0.463, -0.931, -0.430, 0.553, -0.210, 0.298, 0.407, 0.286, 0.311, -1.558, 0.819, -1.083, 1.172, -0.898, -1.031, 0.059, 1.692, -1.642, -1.089, 0.345, 0.325, 0.349, 0.220, 0.308, 0.347, -0.264, 0.324, 0.401, 0.273, 0.328]
}

---

Relative energies in kJ/mol: arrangement one 0.0; arrangement two 57.6

---

Arrangement one

{
  "formula": "CBrClNO5S",
  "method": "ωB97M-V/def2-TZVPD",
  "total_charge": -1,
  "orbital_gap_ev": 7.68,
  "species": ["C", "N", "O", "O", "O", "O", "O", "S", "Cl", "Br"],
  "xyz": [[-1.02, 0.49, 0.35], [1.44, 0.92, -0.24], [2.16, 1.72, 0.34], [-0.46, -2.11, 0.51], [0.89, 1.17, -1.23], [-0.29, -1.28, -1.74], [1.28, -0.25, 0.25], [-0.34, -0.98, -0.31], [-0.80, 0.44, 2.09], [-2.85, -0.12, -0.02]],
  "nbo_charge": [-0.705, 0.739, -0.445, -0.924, -0.371, -0.874, -0.518, 2.213, -0.043, -0.074]
}

---

Arrangement two

{
  "formula": "CBrClNO5S",
  "method": "ωB97M-V/def2-TZVPD",
  "total_charge": -1,
  "orbital_gap_ev": [7.04, 7.04],
  "species": ["C", "N", "O", "O", "O", "O", "O", "S", "Cl", "Br"],
  "xyz": [[0.35, 0.42, -0.16], [-0.99, 0.74, -0.43], [-1.71, -0.13, -0.05], [-0.20, -2.11, 0.68], [-1.18, 1.86, -0.87], [1.99, -1.19, 1.06], [0.11, 0.08, 1.86], [0.60, -0.95, 0.92], [-0.57, -0.35, -2.57], [1.60, 1.64, -0.45]],
  "nbo_charge": [-0.108, 0.425, -0.321, -0.898, -0.385, -0.963, -0.866, 2.391, -0.586, 0.311]
}

---

Relative energies in kJ/mol: arrangement one 73.4; arrangement two 0.0